[1]
107
Properties=species:S:1:pos:R:3 method="wB97M-V/def2-TZVPD" gap_ev=8.86 charge=+1 mol_weight_g_mol=837.813 e_tot_ev=-100192.564 lumo_energy_ev=-2.21
H 0.383 -0.779 -4.774
N -1.122 -3.469 0.467
H -1.714 0.922 -1.848
H -2.502 2.594 -2.210
H 1.690 -1.740 5.707
C -4.429 -1.239 -1.658
H 3.195 6.237 0.801
H -0.009 2.452 -3.010
N 0.966 2.550 -3.255
O 1.496 1.468 -1.437
N -3.372 -1.752 -2.199
H -1.634 -0.258 -1.917
H 2.955 3.718 2.357
N -1.825 1.925 -1.872
H 3.711 1.318 -2.555
C 1.642 2.246 2.299
H -4.936 0.221 -0.509
N 3.612 -2.074 0.891
H 2.805 2.847 0.808
H -3.814 -0.031 3.873
N -0.418 -0.340 -4.341
H 1.305 -1.864 -2.044
H -3.211 -0.208 -0.531
O 3.500 -2.078 -3.195
N 1.562 -0.852 5.243
H -1.199 -2.726 -0.213
C 2.642 -2.967 -3.129
O -0.290 0.462 4.890
N 2.575 2.980 1.782
C 3.642 -0.974 0.248
H 2.951 -5.028 -0.181
H 2.033 -4.729 -3.847
C 0.004 -3.306 1.137
O -0.878 1.820 0.083
N 1.953 -5.121 -0.303
O -5.635 -1.575 -1.908
H -1.246 -1.829 4.851
N 4.712 -0.323 0.446
O -2.030 5.072 1.897
Ca 0.369 -0.060 0.156
H -2.113 0.312 4.064
N 2.778 -4.092 -3.603
H -3.715 5.716 3.549
H 2.268 -0.198 4.936
C -1.169 0.392 -5.092
O 0.618 -2.233 1.005
H 4.801 0.591 0.026
O -1.545 -0.258 1.721
H -1.221 -4.450 0.251
N -3.433 -1.351 2.082
O -0.891 -0.732 -1.495
H 5.409 -0.849 0.954
O 1.224 1.212 1.854
H -0.179 5.166 -0.785
H 0.269 4.663 0.827
H 1.497 -4.430 -0.881
H -4.404 -1.201 2.313
H -0.522 -5.106 1.953
H 1.099 -4.623 2.207
N 0.178 -4.383 1.868
N -2.901 0.110 3.465
N 2.276 5.859 0.981
H -2.415 -1.593 -1.919
N -2.198 3.575 -0.617
C -1.489 2.463 -0.759
C 0.299 -0.623 5.225
H -3.623 -2.558 -2.754
H 0.732 -3.301 -2.707
H -0.549 -0.362 -3.340
H -4.155 4.046 3.973
O -2.085 1.063 -4.662
H 1.819 5.908 1.880
H 1.342 3.626 3.714
O 2.394 -7.199 -0.036
H 0.397 2.082 3.760
O 1.923 6.233 -1.205
C 1.682 -6.333 -0.529
N -0.309 -1.756 5.220
N -3.571 4.718 3.495
H -3.300 2.381 2.853
H 4.341 -2.454 1.478
H 3.608 -4.319 -4.133
N 1.114 2.694 3.397
N 3.017 1.926 -2.967
C -2.726 4.337 2.586
N 1.543 -2.759 -2.447
C 1.618 5.802 -0.160
H -1.974 2.728 1.840
O 2.675 -0.467 -0.371
H 3.225 2.362 -3.854
N -4.183 -0.423 -0.704
H -1.690 0.527 -6.912
H 2.716 -2.528 0.794
C -2.574 -0.452 2.342
H 0.221 -2.616 5.220
H -2.351 3.932 0.316
H 0.211 -5.579 -1.561
N -2.641 3.069 2.517
H 0.028 0.011 -6.492
C 1.822 2.009 -2.473
N -0.941 0.226 -6.305
H -2.833 3.702 -1.391
N 0.484 5.165 -0.023
N 0.501 -6.464 -1.171
H -3.372 -1.924 1.253
H 1.231 2.918 -4.157
H 0.277 -7.418 -1.416



[2]
35
Properties=species:S:1:pos:R:3 method="wB97M-V/def2-TZVPD" gap_ev="2.90 / 2.89" charge=-4 mol_weight_g_mol=543.593 multiplicity=5 de_lowest_kj_mol=0.0 e_tot_ev=-114949.333 lumo_energy_ev="7.22 / 7.22"
Cl 10.284 7.442 17.417
O 11.401 4.697 13.709
Cl 9.412 6.938 14.645
C 11.993 3.500 9.830
O 10.851 1.094 11.319
C 10.853 4.232 10.136
C 5.427 4.274 15.461
O 12.006 2.846 8.744
O 3.866 4.289 17.245
H 13.624 3.564 12.959
H 8.055 2.664 18.034
O 9.081 -0.121 12.420
C 12.925 3.728 12.153
C 7.703 3.312 16.017
C 11.753 4.467 12.522
C 5.954 3.222 17.754
C 8.933 7.536 16.231
O 13.973 2.405 10.646
H 4.697 4.806 14.863
O 9.527 2.268 12.928
C 10.631 4.812 11.456
C 7.338 3.054 17.326
O 10.983 0.411 13.615
O 8.946 3.235 15.726
C 6.693 3.931 15.058
O 9.556 5.278 11.879
O 5.468 2.909 18.842
Cl 7.564 6.626 16.838
O 7.089 4.346 13.896
C 13.059 3.254 10.858
S 10.085 0.945 12.545
H 10.050 4.237 9.413
H 8.657 8.581 16.138
C 4.952 3.949 16.768
Cr 9.338 4.179 13.634